{
  "formula": "C6H8InLiO6",
  "method": "the ωB97M-V functional and the def2-TZVPD basis",
  "e_tot_ev": -23995.4623,
  "e_above_lowest_kj_mol": 23.39,
  "orbital_gap_ev": 6.40,
  "charge": 2,
  "homo_ev": -17.623,
  "lumo_ev": -11.228,
  "symbols": ["O", "C", "C", "O", "O", "C", "H", "H", "H", "H", "O", "C", "C", "O", "O", "C", "H", "H", "H", "H", "In", "Li"],
  "positions_angstrom": [[-2.062, 1.064, 0.714], [-1.333, -0.022, 0.611], [-2.138, 1.791, -0.538], [-0.077, 0.150, 0.181], [-2.297, -0.453, -1.327], [-2.841, 0.811, -1.491], [-1.129, 2.040, -0.889], [-2.735, 2.689, -0.350], [-2.672, 1.186, -2.518], [-3.925, 0.813, -1.276], [1.240, -1.016, 1.670], [0.760, -1.030, 0.380], [2.346, -0.122, 1.697], [0.152, -2.152, 0.038], [1.877, -0.821, -0.459], [2.977, -0.330, 0.318], [3.004, -0.406, 2.523], [1.998, 0.911, 1.837], [3.767, -1.092, 0.329], [3.354, 0.597, -0.127], [-1.751, -1.972, -0.074], [1.485, -2.636, -1.249]]
}

---

{
  "formula": "C5H13NS",
  "method": "the ωB97M-V functional and the def2-TZVPD basis",
  "e_tot_ev": -17720.2789,
  "e_above_lowest_kj_mol": 93.78,
  "smiles": "CCNCCCS",
  "orbital_gap_ev": 9.97,
  "homo_ev": -8.954,
  "lumo_ev": 1.015,
  "symbols": ["C", "C", "N", "C", "C", "C", "S", "H", "H", "H", "H", "H", "H", "H", "H", "H", "H", "H", "H", "H"],
  "positions_angstrom": [[-2.029, 1.157, 1.842], [-1.069, -0.041, 2.087], [-0.713, -0.776, 0.883], [0.247, -0.027, 0.040], [0.550, -0.731, -1.269], [1.832, -0.103, -1.881], [2.112, -0.980, -3.456], [-2.010, 1.422, 0.783], [-3.083, 0.916, 2.010], [-1.858, 2.011, 2.495], [-1.584, -0.719, 2.768], [-0.236, 0.406, 2.590], [-1.550, -0.784, 0.302], [1.166, -0.014, 0.630], [-0.086, 1.008, -0.105], [0.850, -1.748, -1.020], [-0.222, -0.750, -2.038], [1.731, 0.936, -2.205], [2.516, 0.000, -1.038], [3.436, -1.183, -3.417]]
}

---

{
  "formula": "CH8P4",
  "method": "the ωB97M-V functional and the def2-TZVPD basis",
  "e_tot_ev": -38318.6035,
  "e_above_lowest_kj_mol": 83.43,
  "smiles": "PC=P#[PH2].P",
  "orbital_gap_ev": 8.52,
  "homo_ev": -8.792,
  "lumo_ev": -0.271,
  "symbols": ["P", "C", "P", "P", "H", "H", "H", "H", "H", "P", "H", "H", "H"],
  "positions_angstrom": [[0.444, -0.926, -1.822], [-0.001, 0.757, -1.110], [0.802, 1.433, 0.191], [2.038, -0.235, 0.915], [1.631, -0.525, -2.446], [-0.190, -0.881, -3.075], [-0.779, 1.328, -1.551], [2.091, 0.495, 2.261], [3.230, 0.270, 0.456], [-2.585, -0.536, 1.076], [-1.308, 0.241, 1.106], [-3.170, 0.151, 2.073], [-2.202, -1.571, 1.926]]
}

---

{
  "formula": "C9H12BNS",
  "method": "the ωB97M-V functional and the def2-TZVPD basis",
  "e_tot_ev": -22524.6580,
  "e_above_lowest_kj_mol": 413.05,
  "orbital_gap_ev": [7.66, 6.87],
  "homo_ev": [-7.524, -6.873],
  "lumo_ev": [0.136, -0.004],
  "symbols": ["B", "C", "C", "C", "C", "C", "C", "C", "C", "C", "N", "S", "H", "H", "H", "H", "H", "H", "H", "H", "H", "H", "H", "H"],
  "positions_angstrom": [[-1.767, 0.106, -0.397], [2.843, 2.098, 0.151], [3.454, 0.936, 0.608], [1.596, 1.913, -0.578], [2.804, -0.296, 0.615], [1.001, 0.660, -0.571], [1.607, -0.514, -0.078], [-1.421, -1.430, -0.320], [-0.168, -2.005, -0.963], [-4.308, 1.071, 0.853], [0.980, -1.728, -0.197], [-2.708, 1.452, 0.012], [3.390, 3.027, -0.025], [4.442, 0.950, 1.127], [1.403, 2.878, -1.034], [3.315, -1.217, 1.110], [-1.532, -1.893, 0.667], [-2.329, -1.967, -0.765], [-0.237, -2.994, -1.173], [-0.057, -1.563, -2.064], [-4.671, 1.977, 1.142], [-4.199, 0.508, 1.832], [-5.003, 0.598, 0.071], [1.563, -2.566, -0.023]]
}

---

{
  "formula": "CH3N3S2",
  "method": "the ωB97M-V functional and the def2-TZVPD basis",
  "e_tot_ev": -27222.6601,
  "e_above_lowest_kj_mol": 174.02,
  "smiles": "[S-][N+]1=NNSC1",
  "orbital_gap_ev": [7.53, 7.53],
  "homo_ev": [-7.541, -7.542],
  "lumo_ev": [-0.015, -0.015],
  "symbols": ["S", "N", "N", "N", "S", "C", "H", "H", "H"],
  "positions_angstrom": [[0.669, -1.280, -2.051], [0.088, -0.546, -0.752], [-0.466, -1.207, 0.134], [-0.656, -0.549, 1.235], [-0.441, 1.160, 1.161], [0.460, 0.905, -0.422], [-1.246, -0.874, 2.014], [1.533, 0.725, -0.231], [0.057, 1.664, -1.090]]
}

---

{
  "formula": "C4H3Br3ClO2",
  "method": "the ωB97M-V functional and the def2-TZVPD basis",
  "e_tot_ev": -230938.7199,
  "orbital_gap_ev": [5.45, 2.96],
  "charge": -1,
  "multiplicity": 3,
  "s2": 2.013,
  "homo_ev": [-2.777, -4.508],
  "lumo_ev": [2.672, -1.547],
  "symbols": ["C", "C", "C", "C", "O", "O", "Cl", "Br", "Br", "Br", "H", "H", "H"],
  "positions_angstrom": [[2.315, -0.481, -0.644], [1.301, 0.407, 0.205], [-0.866, -0.892, 0.083], [-1.690, 0.018, 0.520], [1.976, -1.431, -1.320], [3.351, 0.051, -0.205], [1.154, 1.974, -0.281], [-0.204, -2.105, 1.316], [-2.350, 0.347, 2.249], [-3.588, 2.029, -2.040], [1.322, 0.324, 1.362], [-0.693, -1.090, -0.987], [-2.030, 0.849, -0.258]]
}

---

> What is the formula in the third record?

CH8P4